Density functional theory data (ωB97M-V/def2-TZVPD) for C47H46FIrN13O3S as an isolated structure in a non-equilibrium geometry.

The geometry in XYZ format:
```
112
Properties=species:S:1:pos:R:3
Ir -0.405 -0.545 -0.294
C -0.977 3.784 -1.736
C -2.349 3.986 -1.734
C -3.177 2.938 -1.359
C -2.616 1.716 -0.992
N -1.290 1.523 -1.059
C -0.498 2.522 -1.416
C -3.407 0.574 -0.507
C -4.764 0.668 -0.191
C -5.444 -0.450 0.257
C -4.751 -1.642 0.406
C -3.399 -1.649 0.110
N -2.752 -0.586 -0.350
H -0.292 4.576 -1.992
H -2.779 4.935 -2.017
H -4.245 3.075 -1.374
H 0.559 2.306 -1.450
H -5.280 1.609 -0.287
H -6.497 -0.390 0.488
H -5.234 -2.541 0.754
H -2.816 -2.549 0.240
C 4.038 -2.950 1.326
N 3.186 -3.357 0.242
C 3.569 -4.110 -0.829
C 2.482 -4.312 -1.611
N 1.423 -3.661 -1.020
C 1.873 -3.076 0.127
S 0.924 -2.248 1.247
C 0.101 -3.734 -1.505
C -0.387 -4.993 -1.851
C -1.642 -5.085 -2.430
C -2.329 -3.907 -2.694
C -1.777 -2.706 -2.286
N -0.606 -2.609 -1.651
H 4.875 -3.638 1.401
H 3.479 -2.965 2.260
H 4.425 -1.945 1.157
H 4.572 -4.461 -0.950
H 2.389 -4.857 -2.528
H 0.207 -5.873 -1.656
H -2.063 -6.046 -2.683
H -3.274 -3.919 -3.212
H -2.292 -1.775 -2.476
F -3.396 -3.749 5.322
C -2.905 -2.496 5.387
C -2.384 -1.978 4.237
C -1.750 -0.729 4.228
C -1.186 -0.218 2.982
O -1.395 -0.819 1.911
C -0.433 0.980 3.155
C -0.399 1.631 4.357
N -0.980 1.177 5.472
C -0.894 1.975 6.671
C 0.409 2.627 7.023
C -0.087 1.475 7.837
C -1.663 -0.020 5.444
C -2.275 -0.536 6.591
C -2.909 -1.781 6.614
N -3.476 -2.293 7.749
C -3.273 -1.697 9.055
C -3.353 -2.764 10.148
N -4.690 -3.438 10.173
C -5.402 -3.299 8.875
C -4.408 -3.410 7.730
C 0.334 1.636 1.980
O 0.516 2.828 2.114
O 0.692 0.869 1.061
H -2.424 -2.557 3.328
H 0.114 2.580 4.425
H -1.812 2.521 6.867
H 0.381 3.618 7.446
H 1.264 2.455 6.388
H -0.463 1.663 8.831
H 0.425 0.530 7.730
H -2.250 0.059 7.485
H -3.999 -0.895 9.242
H -2.271 -1.263 9.105
H -3.158 -2.306 11.118
H -2.582 -3.514 9.963
H -5.274 -3.053 10.924
H -4.556 -4.434 10.385
H -5.902 -2.330 8.843
H -6.162 -4.076 8.789
H -4.975 -3.408 6.800
H -3.873 -4.367 7.784
C -0.044 0.031 -4.027
C 1.184 -0.312 -3.280
N 1.269 -0.342 -1.960
C 2.581 -0.564 -1.650
C 3.293 -0.690 -2.799
N 2.403 -0.533 -3.835
C 2.782 -0.841 -5.208
N 2.207 -0.025 -6.233
N 1.045 -0.402 -6.794
N 0.801 0.289 -7.807
C 1.810 1.158 -8.051
C 2.056 2.055 -9.089
C 3.203 2.821 -9.004
C 4.098 2.680 -7.936
C 3.887 1.774 -6.912
C 2.749 0.983 -6.995
H -0.879 0.063 -3.333
H -0.242 -0.679 -4.827
H 0.052 1.018 -4.481
H 2.918 -0.580 -0.635
H 4.335 -0.871 -2.966
H 2.473 -1.874 -5.434
H 3.875 -0.771 -5.261
H 1.395 2.091 -9.941
H 3.427 3.530 -9.786
H 4.972 3.312 -7.906
H 4.562 1.723 -6.073
```

Results
- energy relative to the best compared isomer or geometry (same formula, charge and spin) (kJ/mol) = 82.44
- total energy (eV) = -91354.66143
- orbital gap (alpha / beta) (eV) = 3.7 / 3.9
- E_HOMO (alpha / beta) (eV) = -15.349 / -15.350
- spin multiplicity = 2
- charge = +4


Density functional theory data (ωB97M-V/def2-TZVPD) for C3H10O3S as an isolated structure in a non-equilibrium geometry.

The geometry in XYZ format:
```
17
Properties=species:S:1:pos:R:3
C 0.410 -0.663 -0.206
O 0.173 -0.776 -1.605
C 0.336 0.842 0.204
C 0.769 1.089 1.671
S -0.433 2.023 2.749
H -0.388 -1.229 0.282
H 1.415 -1.068 -0.073
H -0.661 1.139 -0.169
H 0.929 1.410 -0.514
H 1.595 1.853 1.766
H 1.014 0.125 2.188
H 1.347 -2.773 -3.438
H 1.014 -1.610 -2.062
O 1.554 -2.528 -2.543
H -1.356 -0.773 -1.942
H -2.356 -1.543 -1.119
O -2.315 -1.133 -1.987
```

Results
- energy relative to the best compared isomer or geometry (same formula, charge and spin) (kJ/mol) = 97.85
- total energy (eV) = -20249.31382
- orbital gap (eV) = 5.8
- E_HOMO (eV) = 0.367
- charge = -2


Density functional theory data (ωB97M-V/def2-TZVPD) for C11H36BeNO8 as an isolated structure in a non-equilibrium geometry.

The geometry in XYZ format:
```
57
Properties=species:S:1:pos:R:3
Be -12.787 -16.796 7.966
C -17.399 -19.288 14.428
C -16.835 -20.321 13.487
C -17.485 -21.758 13.706
C -18.901 -22.103 13.219
C -19.033 -21.644 11.731
C -18.454 -20.224 11.437
N -17.144 -19.933 12.082
O -16.443 -18.688 11.611
C -19.488 -19.145 11.899
C -18.379 -20.194 9.889
C -15.336 -20.428 13.774
H -17.185 -18.225 14.319
H -17.076 -19.542 15.438
H -18.484 -19.365 14.360
H -17.516 -22.011 14.766
H -16.924 -22.513 13.155
H -19.731 -21.571 13.683
H -19.140 -23.156 13.369
H -20.117 -21.576 11.636
H -18.616 -22.376 11.040
H -20.066 -19.208 12.822
H -20.184 -18.851 11.113
H -18.997 -18.188 12.080
H -17.900 -19.304 9.481
H -19.391 -20.295 9.497
H -17.871 -21.035 9.417
H -14.771 -21.038 13.070
H -15.158 -20.766 14.795
H -14.776 -19.509 13.598
C -6.614 -18.506 7.593
C -7.751 -19.443 7.189
O -8.649 -18.720 6.399
H -5.980 -19.090 8.261
H -6.811 -17.693 8.293
H -6.168 -18.126 6.674
H -8.163 -19.884 8.097
H -7.221 -20.184 6.591
H -8.232 -18.579 5.546
O -15.641 -14.445 6.236
H -15.734 -14.100 5.348
H -16.223 -13.900 6.766
O -14.233 -19.146 4.505
H -14.649 -19.275 3.653
H -14.065 -20.031 4.828
O -10.721 -14.010 5.597
H -11.243 -13.247 5.349
H -10.122 -14.141 4.862
O -13.549 -21.005 8.349
H -13.732 -21.862 7.965
H -14.264 -20.862 8.969
O -13.419 -13.097 9.925
H -14.045 -13.045 10.647
H -13.366 -12.202 9.588
O -10.199 -17.277 11.131
H -10.180 -16.566 11.772
H -9.548 -17.903 11.447
```

Results
- energy relative to the best compared isomer or geometry (same formula, charge and spin) (kJ/mol) = 609.55
- total energy (eV) = -30247.07833
- orbital gap (eV) = 2.3
- E_HOMO (eV) = -9.472
- charge = +1